Record 1
37
Properties=species:S:1:pos:R:3:forces:R:3 method="wB97M-V/def2-TZVPD" energy_ev=-126026.30835 spin_multiplicity=1 gap_ev=5.692 relative_energy_ev=0.5479 homo_energy_ha=-0.0293 charge=-3
Li 3.307612 2.043087 0.519937 -0.543 -0.052 0.712
Li 1.207430 0.475310 -0.254626 -1.649 -0.470 -0.179
N 3.257961 0.413715 -0.481427 0.932 -5.225 0.913
S 3.671911 -1.235667 -0.037464 -2.286 -0.879 4.087
O 4.424683 -1.327315 1.192412 -0.006 0.888 -1.595
O 3.927067 -2.165335 -1.078406 0.041 0.816 -0.472
F 2.216035 -1.562694 0.484357 0.333 0.176 -0.488
S 4.139886 0.470884 -1.757937 2.779 4.068 -4.169
O 3.556476 0.540747 -3.054323 -0.290 -0.576 1.061
O 5.530271 0.077884 -1.706591 -1.101 -0.756 0.807
F 4.361806 2.087824 -1.393496 0.071 1.366 -0.169
N -3.221011 1.924881 -0.219443 3.154 0.986 -0.190
S -1.775420 2.721092 -0.196932 -1.404 1.409 3.849
O -1.885156 4.075159 -0.676893 0.475 -0.667 -0.298
O -0.531651 2.033440 -0.337718 -0.138 -0.191 -0.690
F -1.876971 2.917921 1.407460 0.389 0.075 -0.612
S -3.313333 1.544285 -1.723206 -3.613 -1.423 -3.292
O -2.463759 0.517297 -2.230939 0.459 0.717 0.158
O -3.691049 2.642313 -2.617568 0.724 -1.050 0.949
F -4.715730 0.745571 -1.555751 0.184 0.396 -0.063
N -2.520321 -1.148146 2.097631 1.495 -2.184 -2.567
S -1.676631 -1.963334 0.821740 1.368 2.326 -0.024
O -2.404366 -2.184288 -0.386804 -0.112 0.119 1.057
O -0.747649 -2.943931 1.284382 -0.279 -0.087 0.037
F -0.697914 -0.711081 0.514781 -0.837 -0.436 0.246
S -3.463858 -2.305030 2.541747 -2.732 -1.172 2.382
O -2.929848 -3.601107 2.917234 0.163 0.839 -0.379
O -4.763805 -2.384303 1.911045 0.591 0.324 0.014
F -3.838489 -1.676263 4.005238 0.112 0.045 -0.373
N 1.255066 1.358576 2.849645 -0.765 -0.222 1.525
O 1.640140 1.405117 1.638870 0.894 0.135 -1.687
O 0.146287 0.940422 3.137676 0.333 0.065 -0.659
O 2.036961 1.742995 3.731439 0.624 0.353 -0.114
N 0.439529 -1.380758 -2.830868 0.855 0.134 -1.013
O 0.696971 -0.524565 -1.922513 -0.074 -0.359 0.197
O -0.375844 -2.289071 -2.676813 0.295 0.548 0.460
O 1.076730 -1.275629 -3.915860 -0.441 -0.037 0.579


Record 2
23
Properties=species:S:1:pos:R:3:forces:R:3 method="wB97M-V/def2-TZVPD" energy_ev=-22520.27077 spin_multiplicity=1 gap_ev=9.136 relative_energy_ev=0.5246 homo_energy_ha=-0.4491 charge=+1
Pb -0.106917 -0.106239 -0.185733 -1.147 -0.843 -2.365
F -1.294817 -1.092548 -2.223616 0.792 0.834 1.582
O 2.168428 1.422258 -0.604678 -0.086 -0.053 0.255
H 3.033787 1.016431 -0.552914 0.265 -0.156 -0.026
H 2.328685 2.279770 -0.998663 -0.023 0.282 -0.162
O 1.413111 -1.181959 1.532814 0.252 -0.169 0.398
H 1.858552 -2.016993 1.389572 0.101 -0.452 -0.131
H 1.962370 -0.722869 2.168250 0.223 0.241 0.277
O -0.231025 1.424282 1.957139 0.052 0.089 0.154
H -0.897123 2.085845 2.143904 -0.197 0.341 -0.010
H 0.077994 1.144886 2.818929 0.132 -0.098 0.346
O 1.617800 -1.391250 -1.674172 0.311 -0.038 0.294
H 2.519487 -1.709830 -1.632958 0.337 -0.030 0.056
H 1.235785 -1.848370 -2.423404 -0.718 -0.050 -0.376
O -0.574496 1.928178 -1.682816 0.063 0.231 0.090
H -1.418725 1.862644 -2.129149 -0.320 -0.370 -0.376
H -0.368675 2.862916 -1.694684 0.165 0.322 0.055
O -2.582915 0.454759 0.415794 -0.060 0.169 0.057
H -3.248058 0.435592 -0.272284 -0.182 -0.230 -0.489
H -3.004959 0.909110 1.144956 -0.081 0.065 0.329
O -1.305960 -2.264586 0.718822 0.242 -0.006 0.257
H -1.064589 -2.866749 1.422647 0.164 -0.129 0.283
H -2.117741 -2.625278 0.362243 -0.284 0.051 -0.498


Record 3
5
Properties=species:S:1:pos:R:3:forces:R:3 method="wB97M-V/def2-TZVPD" energy_ev=-15071.98469 spin_multiplicity=1 gap_ev=9.501 smiles=FNS relative_energy_ev=0.5091 homo_energy_ha=-0.3433 charge=0
F 1.454608 0.080456 0.300577 -1.086 -1.152 -0.408
N 0.341235 -0.214200 -0.564524 -1.239 0.801 -0.146
S -1.280116 0.031506 0.335361 2.565 0.765 0.090
H 0.407866 -1.205825 -0.946652 0.117 1.241 1.501
H -0.923593 1.308064 0.875237 -0.356 -1.655 -1.037


Record 4
6
Properties=species:S:1:pos:R:3:forces:R:3 method="wB97M-V/def2-TZVPD" energy_ev=-16126.67134 spin_multiplicity=1 gap_ev=9.428 relative_energy_ev=9.1777 homo_energy_ha=-0.3856 charge=0
O -1.467106 0.246855 0.290117 0.313 0.525 0.564
O -0.501988 -0.387844 -0.431545 -2.091 0.406 -0.831
F -1.872597 1.714926 -0.070081 1.155 -1.670 -0.363
P 1.141273 -0.046668 -0.340456 0.244 2.273 1.412
H 1.247209 -0.185576 1.092746 0.131 0.088 -0.458
H 1.453208 -1.341693 -0.540780 0.248 -1.622 -0.324


Record 5
9
Properties=species:S:1:pos:R:3:forces:R:3 method="wB97M-V/def2-TZVPD" energy_ev=-20673.84223 spin_multiplicity=1 gap_ev="8.391 / 8.393" relative_energy_ev=1.3103 homo_energy_ha="-0.3530 / -0.3530" charge=0
N 0.029035 -0.159151 -0.417920 -0.054 0.133 0.463
N -0.857924 0.326200 0.395144 -0.044 1.132 -0.527
O -0.516087 3.645638 1.231787 -0.053 -0.077 0.102
O 1.333889 2.225843 0.362043 -0.026 0.188 0.162
F 0.394148 1.770025 2.641251 -0.153 0.650 -1.195
S 0.077359 2.357790 1.057080 0.040 -2.011 0.735
H -0.023149 0.204403 -1.360546 0.005 -0.148 0.076
H 0.940243 -0.486389 -0.105423 -0.134 0.168 0.038
H -0.774918 -0.048145 1.336479 0.421 -0.034 0.146


Record 6
9
Properties=species:S:1:pos:R:3:forces:R:3 method="wB97M-V/def2-TZVPD" energy_ev=-27621.15581 spin_multiplicity=1 gap_ev=11.441 smiles="O=S(=O)(F)[SiH2]O" relative_energy_ev=0.6327 homo_energy_ha=-0.4181 charge=0
O -1.390782 0.840015 -0.855388 -0.310 0.900 -0.645
S -1.229368 -0.332208 -0.075863 -1.976 -1.499 1.545
O -2.160147 -1.438017 -0.279423 1.934 1.330 0.489
F -1.508576 0.173979 1.512339 -0.024 -0.520 -1.430
Si 1.020272 -0.190063 0.278297 -1.457 0.824 1.120
O 1.365995 0.947168 -0.766929 1.057 0.424 0.887
H 1.812007 -1.260392 -0.010588 1.157 -2.283 -0.644
H 0.959004 -0.084463 1.786330 0.217 0.641 -0.920
H 1.131596 1.343984 -1.588771 -0.599 0.182 -0.402


Record 7
7
Properties=species:S:1:pos:R:3:forces:R:3 method="wB97M-V/def2-TZVPD" energy_ev=-23390.20662 spin_multiplicity=1 gap_ev=8.904 relative_energy_ev=1.5558 homo_energy_ha=-0.3349 charge=0
O 0.389286 -1.562225 -0.187881 1.859 -0.932 -1.599
F -0.593278 2.385260 0.426116 1.094 -1.442 0.789
P -0.652307 -0.317864 -0.542517 -2.173 -1.922 1.784
P 0.402871 1.031163 0.843502 -1.991 1.928 -0.034
H 1.008006 -1.855500 -0.933222 -1.510 0.778 1.414
H -1.863000 -1.042888 0.551539 2.110 1.770 -1.896
H 1.308422 1.362054 -0.157537 0.611 -0.179 -0.458


Record 8
7
Properties=species:S:1:pos:R:3:forces:R:3 method="wB97M-V/def2-TZVPD" energy_ev=-23385.90458 spin_multiplicity=3 gap_ev="6.727 / 7.859" relative_energy_ev=2.5841 homo_energy_ha="-0.2577 / -0.3543" charge=0
O 1.113631 0.114870 1.060427 -0.045 0.549 2.024
F -2.207429 -1.401101 -0.760823 1.538 0.431 1.725
P -0.054042 0.447779 -0.043283 -0.379 2.067 -1.227
P -0.974613 -1.307386 0.424272 -2.104 -2.645 -1.916
H 0.799141 0.345020 1.982649 0.707 -0.195 -1.477
H 0.697953 0.414101 -1.825420 -0.709 -1.323 0.343
H 0.625360 1.386717 -0.837821 0.991 1.117 0.527


Record 9
6
Properties=species:S:1:pos:R:3:forces:R:3 method="wB97M-V/def2-TZVPD" energy_ev=-12686.61132 spin_multiplicity=1 gap_ev=10.181 smiles=FO[SiH3] relative_energy_ev=7.2410 homo_energy_ha=-0.3852 charge=0
F -1.132557 -1.785974 -0.415981 0.123 -0.430 0.481
O -0.710315 -0.595175 -1.025892 1.874 2.300 1.069
Si 0.308735 0.534633 0.251573 -0.624 -3.641 -1.663
H -0.227866 1.720993 -0.448216 0.000 0.192 0.782
H -0.123280 -0.423953 1.402061 0.178 1.623 -0.501
H 1.885283 0.549477 0.236455 -1.552 -0.043 -0.167


Record 10
7
Properties=species:S:1:pos:R:3:forces:R:3 method="wB97M-V/def2-TZVPD" energy_ev=-12151.93813 spin_multiplicity=1 gap_ev=11.406 smiles=N[SiH2]F relative_energy_ev=0.0000 homo_energy_ha=-0.3773 charge=0
N 0.673631 0.787745 0.108487 -1.134 -0.686 -0.893
Si -0.482822 -0.506598 -0.059950 1.783 1.576 1.217
F -1.832641 0.315976 0.081145 -0.973 -0.083 0.618
H 1.505923 0.426949 0.492487 1.238 0.053 0.413
H 0.794018 1.658697 -0.395407 -0.151 -0.415 0.056
H -0.847941 -1.276582 -1.190612 0.152 -0.646 -1.177
H 0.189833 -1.406189 0.963850 -0.915 0.201 -0.234


Record 11
4
Properties=species:S:1:pos:R:3:forces:R:3 method="wB97M-V/def2-TZVPD" energy_ev=-5707.21735 spin_multiplicity=1 gap_ev="9.788 / 10.375" smiles="[H]/N=N/F" relative_energy_ev=2.4412 homo_energy_ha="-0.3942 / -0.4012" charge=0
H 1.573971 -0.061542 0.165490 0.127 -1.431 0.073
N 0.774006 0.511414 -0.054651 -5.235 -0.718 -0.248
N -0.629189 -0.560353 -0.070687 5.896 0.391 0.275
F -1.718789 0.110481 -0.040153 -0.788 1.758 -0.100


Record 12
7
Properties=species:S:1:pos:R:3:forces:R:3 method="wB97M-V/def2-TZVPD" energy_ev=-35800.67043 spin_multiplicity=1 gap_ev="5.412 / 4.988" homo_energy_ha="-0.3054 / -0.3005" charge=0
Sn 1.363140 -0.966646 0.320350 2.667 -4.319 -4.488
F 2.978533 -0.620188 1.028411 4.717 2.127 3.095
N -0.661198 1.395090 -0.704485 0.348 -0.392 0.285
S 0.854802 1.242849 -1.003197 -0.390 0.849 -0.227
S -1.503732 0.180548 0.369842 -3.164 0.156 -1.750
O -0.458161 -0.943050 0.544629 -5.958 0.895 1.435
O -2.573383 -0.288605 -0.555549 1.779 0.684 1.649


The highest charge belongs to which entry? FH14O7Pb


Which value of charge does entry 2 give? +1


Which of these has the lowest charge? F6Li2N5O18S6


Repeat the eleventh record exactly.
4
Properties=species:S:1:pos:R:3:forces:R:3 method="wB97M-V/def2-TZVPD" energy_ev=-5707.21735 spin_multiplicity=1 gap_ev="9.788 / 10.375" smiles="[H]/N=N/F" relative_energy_ev=2.4412 homo_energy_ha="-0.3942 / -0.4012" charge=0
H 1.573971 -0.061542 0.165490 0.127 -1.431 0.073
N 0.774006 0.511414 -0.054651 -5.235 -0.718 -0.248
N -0.629189 -0.560353 -0.070687 5.896 0.391 0.275
F -1.718789 0.110481 -0.040153 -0.788 1.758 -0.100